{
  "formula": "O2",
  "method": "ωB97M-V with the def2-TZVPD basis set",
  "species": ["O", "O"],
  "positions_angstrom": [[-0.2475, -0.0035, 0.7214], [0.2475, 0.0035, -0.7214]],
  "multiplicity": 1,
  "smiles": "O=O",
  "lumo_ev": -4.33,
  "e_above_lowest_kj_mol": 228.92,
  "total_energy_ha": -150.20942,
  "orbital_gap_ev": 7.649
}

***

{
  "formula": "C46H30Cl3F5IN5O4SeSn",
  "method": "ωB97M-V with the def2-TZVPD basis set",
  "species": ["Sn", "O", "C", "C", "C", "C", "C", "C", "C", "O", "N", "N", "C", "C", "C", "C", "C", "C", "N", "H", "H", "H", "H", "H", "H", "H", "H", "H", "H", "Cl", "C", "C", "C", "Cl", "C", "O", "C", "Cl", "C", "H", "H", "I", "C", "C", "C", "C", "C", "C", "C", "C", "C", "C", "H", "H", "H", "H", "H", "H", "C", "N", "N", "C", "O", "C", "C", "C", "C", "C", "C", "C", "C", "C", "H", "H", "H", "H", "H", "H", "H", "H", "H", "H", "H", "H", "F", "C", "C", "F", "C", "F", "C", "Se", "C", "F", "C", "F"],
  "positions_angstrom": [[1.0409, -0.3752, -0.2746], [5.0802, -1.7661, 1.8653], [4.9551, -0.9486, 2.9192], [5.5999, -1.3093, 4.1051], [5.4732, -0.5225, 5.2337], [4.7082, 0.6405, 5.2047], [4.0826, 1.0063, 4.0248], [4.2023, 0.2385, 2.8693], [3.4691, 0.6087, 1.6221], [3.3748, -0.2776, 0.7088], [2.9178, 1.8125, 1.6005], [2.1277, 1.9344, 0.4911], [1.6600, 3.0925, 0.2534], [0.9092, 3.3565, -0.9857], [0.2218, 4.5573, -1.1574], [-0.3731, 4.8157, -2.3802], [-0.2607, 3.8776, -3.3951], [0.4221, 2.6976, -3.1198], [0.9798, 2.4368, -1.9487], [4.4639, -1.4005, 1.1685], [6.1772, -2.2248, 4.1145], [5.9684, -0.8238, 6.1503], [4.5916, 1.2439, 6.0962], [3.4735, 1.8985, 3.9647], [1.8861, 3.9238, 0.9242], [0.1657, 5.2676, -0.3417], [-0.9109, 5.7426, -2.5420], [-0.6832, 4.0507, -4.3759], [0.5454, 1.9285, -3.8761], [-5.6316, -4.8003, -2.0738], [-4.2986, -3.8459, -1.4365], [-3.2746, -3.4415, -2.2760], [-2.2403, -2.6787, -1.7712], [-0.9409, -2.2187, -2.8386], [-2.1476, -2.2575, -0.4104], [-1.2468, -1.5067, 0.0476], [-3.2327, -2.7449, 0.3892], [-3.2271, -2.3069, 2.0782], [-4.2756, -3.5067, -0.0940], [-3.2778, -3.7164, -3.3219], [-5.0623, -3.8316, 0.5737], [2.0411, -3.3354, 0.1652], [1.9495, -3.0207, 2.2247], [2.4396, -4.0336, 2.9976], [2.4082, -3.9265, 4.4025], [1.8775, -2.8127, 4.9739], [1.3686, -1.7525, 4.1844], [0.8374, -0.6098, 4.8275], [0.3577, 0.4223, 4.0858], [0.4001, 0.3623, 2.6746], [0.9101, -0.7076, 1.9778], [1.3963, -1.8133, 2.7567], [2.8591, -4.9146, 2.5324], [2.8035, -4.7303, 5.0116], [1.8409, -2.7106, 6.0532], [0.8402, -0.5743, 5.9118], [-0.0320, 1.3107, 4.5726], [0.0347, 1.2213, 2.1319], [-5.3529, 0.2812, -0.9354], [-4.1714, 1.0963, -1.2124], [-3.2963, 1.2076, -0.1253], [-1.9779, 1.0558, -0.5441], [-1.0114, 1.1776, 0.1854], [-2.0715, 0.7080, -1.9483], [-3.3720, 0.7113, -2.2837], [-4.0097, 0.3351, -3.5758], [-3.7064, 1.7631, 1.1002], [-3.0887, 1.3201, 2.2659], [-3.4717, 1.8666, 3.4793], [-4.4726, 2.8295, 3.5428], [-5.0871, 3.2567, 2.3745], [-4.6997, 2.7336, 1.1485], [-5.7729, 0.5807, 0.0217], [-5.1117, -0.7867, -0.8958], [-6.0945, 0.4637, -1.7109], [-1.2245, 0.4637, -2.5710], [-3.2464, 0.2691, -4.3478], [-4.7542, 1.0743, -3.8759], [-4.5016, -0.6375, -3.5044], [-2.3206, 0.5618, 2.2089], [-2.9847, 1.5226, 4.3829], [-4.7716, 3.2429, 4.4976], [-5.8624, 4.0123, 2.4111], [-5.1488, 3.0828, 0.2270], [2.8393, -1.7069, -9.2736], [3.0721, -1.3321, -7.9942], [3.7576, -0.1674, -7.7107], [4.1970, 0.6039, -8.7316], [3.9889, 0.2039, -6.3988], [4.6634, 1.3568, -6.2284], [3.5675, -0.5431, -5.2925], [3.8994, -0.0231, -3.5094], [2.8711, -1.7099, -5.6338], [2.3966, -2.5259, -4.6775], [2.6286, -2.1040, -6.9371], [1.9566, -3.2456, -7.1978]],
  "multiplicity": 1,
  "lumo_ev": 3.69,
  "e_above_lowest_kj_mol": 22.53,
  "total_energy_ha": -7139.09034,
  "charge": -2,
  "orbital_gap_ev": 5.292
}

***

{
  "formula": "C33H57N9O6",
  "method": "ωB97M-V with the def2-TZVPD basis set",
  "species": ["C", "C", "O", "N", "C", "H", "H", "H", "H", "H", "H", "H", "C", "C", "O", "N", "C", "H", "H", "H", "H", "H", "H", "H", "C", "C", "O", "N", "C", "H", "H", "H", "H", "H", "H", "H", "C", "C", "O", "N", "C", "H", "H", "H", "H", "H", "H", "H", "C", "C", "O", "N", "C", "H", "H", "H", "H", "H", "H", "H", "C", "C", "O", "N", "C", "H", "H", "H", "H", "H", "H", "H", "N", "C", "C", "C", "C", "C", "H", "H", "H", "H", "H", "N", "C", "C", "C", "C", "C", "H", "H", "H", "H", "H", "N", "C", "C", "C", "C", "C", "H", "H", "H", "H", "H"],
  "positions_angstrom": [[6.4204, 1.2957, 1.5569], [4.8989, 1.3693, 1.5829], [4.2769, 0.6496, 2.3366], [4.2456, 1.9995, 0.6282], [2.8680, 1.9291, 0.3660], [6.7158, 0.2478, 1.6087], [6.7858, 1.8666, 2.4105], [6.7229, 1.7667, 0.6215], [4.8027, 2.2829, -0.1651], [2.4567, 2.0360, -0.6378], [2.4777, 2.8818, 0.7239], [2.3675, 1.1412, 0.9287], [3.4811, -2.5327, 1.7147], [2.0642, -2.5507, 2.2476], [1.1176, -1.8760, 1.7681], [1.8476, -3.5697, 3.1162], [0.6932, -3.9310, 3.8218], [3.5728, -1.7304, 0.9825], [3.6905, -3.4299, 1.1322], [4.2895, -2.5796, 2.4444], [2.6157, -4.1776, 3.3622], [-0.0346, -4.1186, 3.0324], [0.4272, -3.1233, 4.5037], [0.7661, -4.8815, 4.3503], [4.2922, -0.1547, 5.4585], [2.9351, 0.3406, 5.5793], [2.3524, 0.5671, 6.6421], [2.1399, 0.3276, 4.5210], [0.7213, 0.5321, 4.3190], [4.7418, 0.3427, 6.3179], [4.7692, 0.1830, 4.5385], [4.3426, -1.2422, 5.5115], [2.7402, 0.1185, 3.7361], [0.1342, -0.3664, 4.1290], [0.6784, 1.0772, 3.3760], [0.2104, 1.1640, 5.0455], [-1.4988, 3.4750, 3.3801], [-2.3211, 4.7190, 3.6952], [-1.7343, 5.8123, 3.4717], [-3.5512, 4.5632, 4.1404], [-4.2926, 5.6535, 4.6394], [-1.7900, 2.6366, 4.0128], [-0.4134, 3.4860, 3.4795], [-1.7394, 2.9633, 2.4482], [-3.7356, 3.6042, 4.3982], [-4.5252, 6.4659, 3.9510], [-3.6775, 6.1851, 5.3654], [-5.1767, 5.3133, 5.1787], [-6.2041, 2.6773, -4.4208], [-5.0131, 1.9433, -3.8082], [-4.5705, 0.8796, -4.2958], [-4.4595, 2.5651, -2.8248], [-3.1176, 2.1951, -2.3266], [-7.0505, 2.3570, -3.8132], [-6.3348, 2.1473, -5.3643], [-6.1052, 3.7606, -4.4890], [-4.7925, 3.5034, -2.6549], [-2.8386, 1.1567, -2.5050], [-3.1128, 2.2655, -1.2389], [-2.3790, 2.8512, -2.7872], [-1.4883, 0.8930, -5.9713], [-0.9093, -0.4437, -6.2604], [-0.4019, -1.0680, -5.3352], [-0.7800, -0.7859, -7.5728], [-0.0928, -1.9628, -8.0295], [-1.6048, 1.1754, -4.9250], [-2.5104, 0.9474, -6.3458], [-0.8885, 1.6942, -6.4031], [-1.3244, -0.2018, -8.1914], [0.5967, -1.7632, -8.8498], [-0.9150, -2.5217, -8.4765], [0.4701, -2.4163, -7.2137], [3.4047, -4.3971, -2.1832], [4.6663, -4.2217, -2.6881], [5.1090, -3.0488, -3.3547], [4.1163, -2.0703, -3.4741], [2.8415, -2.0974, -2.9169], [2.5810, -3.3058, -2.2580], [5.3907, -5.0227, -2.6993], [6.0876, -3.0406, -3.8115], [4.4056, -1.2006, -4.0453], [2.1321, -1.2884, -3.0108], [1.5456, -3.4275, -1.9759], [-5.9867, -3.6002, 2.3410], [-6.0352, -2.8234, 1.2346], [-4.8496, -2.5526, 0.5440], [-3.6200, -2.9221, 1.0418], [-3.5877, -3.8965, 2.1438], [-4.8499, -4.2262, 2.7459], [-6.9660, -2.3268, 1.0034], [-4.9593, -1.9135, -0.3198], [-2.7020, -2.5739, 0.5918], [-2.6000, -4.2712, 2.3688], [-4.9821, -4.8915, 3.5863], [0.2798, 2.1692, -1.8832], [-0.0509, 2.1545, -0.5241], [-0.2652, 0.9225, 0.1251], [-0.3470, -0.2843, -0.5957], [0.0756, -0.1657, -1.9150], [0.2861, 1.0164, -2.6043], [-0.1666, 3.1040, -0.0227], [-0.2956, 0.9719, 1.2035], [-0.6273, -1.2270, -0.1495], [0.0699, -1.0609, -2.5190], [0.5548, 0.9381, -3.6474]],
  "multiplicity": 1,
  "smiles": "CNC(C)=O.CNC(C)=O.CNC(C)=O.CNC(C)=O.CNC(C)=O.CNC(C)=O.c1ccncc1.c1ccncc1.c1ccncc1",
  "lumo_ev": 0.41,
  "total_energy_ha": -2235.80987,
  "orbital_gap_ev": 9.106
}